Entry 1:
Below is a molecular structure, C40H42FeN6P3S3, with properties calculated with wB97M-V/def2-TZVPD.

Output
Spin multiplicity: 6
Total charge: +2
HOMO level (spin up / spin down) (eV): -12.25 / -12.64

Geometry as XYZ:
```
95
Properties=species:S:1:pos:R:3:lowdin_spin:R:1
Fe 0.53360 0.59159 1.21822 3.91
S 1.15750 0.81588 -1.19491 0.19
P -0.87261 0.87231 -1.12601 0.05
C -1.42234 0.99417 0.52709 0.35
P -1.23512 2.56352 1.30646 0.05
S 0.59508 2.68135 2.21811 0.21
C -1.41985 4.02378 0.25283 0.01
C -0.29860 4.65416 -0.27508 0.00
C -0.46079 5.74890 -1.10825 0.00
C -1.73405 6.19913 -1.42200 0.00
C -2.85076 5.55595 -0.90774 0.00
C -2.70044 4.46694 -0.06625 0.00
C -2.56929 2.73672 2.51258 0.01
C -3.73327 1.99047 2.35712 0.01
C -4.81959 2.23754 3.18425 0.00
C -4.74514 3.23316 4.14841 0.00
C -3.57914 3.97241 4.30654 0.00
C -2.48981 3.72887 3.48628 0.00
C -1.57388 -0.69606 -1.72869 0.00
C -1.78675 -0.89736 -3.09028 0.00
C -2.37046 -2.07795 -3.52868 0.00
C -2.73672 -3.05396 -2.61164 0.00
C -2.52154 -2.85689 -1.25343 0.00
C -1.92942 -1.68245 -0.81175 0.00
C -1.47553 2.04273 -2.37800 0.01
C -0.60368 2.74845 -3.19739 0.00
C -1.11466 3.56025 -4.20035 0.00
C -2.48564 3.66978 -4.37231 0.00
C -3.35603 2.99227 -3.52906 0.00
C -2.85483 2.17587 -2.53036 0.00
H 0.69236 4.29922 -0.02144 0.00
H 0.41106 6.24762 -1.51030 0.00
H -1.86097 7.05389 -2.07314 0.00
H -3.84599 5.90281 -1.15242 0.00
H -3.57183 3.97455 0.34712 0.00
H -3.78035 1.22548 1.59087 0.01
H -5.72886 1.66333 3.06580 0.00
H -5.60221 3.44659 4.77294 0.00
H -3.52731 4.74934 5.05739 0.00
H -1.57558 4.30108 3.59542 0.00
H -1.51170 -0.12445 -3.79798 0.00
H -2.55631 -2.22999 -4.58426 0.00
H -3.19578 -3.97230 -2.95607 0.00
H -2.83565 -3.61148 -0.54364 0.00
H -1.75494 -1.50697 0.24133 0.00
H 0.46391 2.64121 -3.05825 0.00
H -0.43731 4.10429 -4.84520 0.00
H -2.87844 4.28567 -5.17061 0.00
H -4.42573 3.10129 -3.65039 0.00
H -3.52816 1.62675 -1.88087 0.00
C 5.18434 -2.31954 1.98763 0.00
N 4.18213 -1.88167 2.93821 0.01
C 4.30345 -2.02045 4.30808 0.00
C 3.21619 -1.47330 4.86920 0.00
N 2.41294 -0.99651 3.83450 0.00
C 3.01466 -1.27693 2.64636 0.01
S 2.44528 -0.92946 1.08748 0.05
C 1.21235 -0.29150 4.07326 0.01
C 1.12665 0.45895 5.23874 0.00
C -0.09177 1.00213 5.59909 0.01
C -1.19012 0.74995 4.79315 0.00
C -0.98983 0.06938 3.61197 0.01
N 0.20078 -0.41126 3.20529 0.04
H 6.16773 -2.00914 2.33431 0.00
H 4.98672 -1.86248 1.02195 0.00
H 5.17514 -3.40565 1.89079 0.00
H 5.16006 -2.48434 4.76344 0.00
H 2.92268 -1.41449 5.90023 0.00
H 2.00265 0.61718 5.85063 0.00
H -0.18374 1.59095 6.50098 0.00
H -2.17530 1.10394 5.06101 0.00
H -1.81614 -0.12143 2.94070 0.00
C 3.31546 -3.82950 -3.84286 0.00
N 1.98534 -4.50188 -3.49627 0.00
C 2.25685 -5.62540 -2.49584 0.00
N 2.95244 -5.13470 -1.36374 0.00
C 4.20914 -4.51310 -1.76419 0.00
N 3.97938 -3.39740 -2.67143 0.00
C 3.33333 -2.26335 -2.01524 0.00
P 1.62523 -2.65284 -1.34043 0.00
C 1.03506 -3.50332 -2.92000 0.00
C 2.14438 -4.25677 -0.51709 0.00
H 3.09284 -2.98652 -4.49676 0.00
H 3.91987 -4.56266 -4.37912 0.00
H 1.58218 -4.89681 -4.34703 0.00
H 2.85295 -6.38125 -3.00941 0.00
H 1.29681 -6.05544 -2.21034 0.00
H 4.83511 -5.25857 -2.25855 0.00
H 4.72603 -4.14941 -0.87764 0.00
H 3.25538 -1.42461 -2.71039 0.00
H 3.94912 -1.93841 -1.17689 0.00
H 0.83436 -2.73757 -3.66976 0.00
H 0.09477 -4.00127 -2.68488 0.00
H 1.24336 -4.78694 -0.19864 0.00
H 2.71734 -4.00607 0.37744 0.00
```



Entry 2:
Below is C25H22N4O in the gas phase, with properties calculated with wB97M-V/def2-TZVPD.

Output
Structure (SMILES): N#Cc1nc(Cc2cccc3ccccc23)oc1N1CCN(c2ccccc2)CC1
Spin multiplicity: 1
HOMO level (eV): -7.85

Geometry as XYZ:
```
52
Properties=species:S:1:pos:R:3:lowdin_charge:R:1
N -0.58965 -5.34659 -0.35039 0.15
C 0.00718 -4.38687 -0.13965 -0.20
C 0.71409 -3.21332 0.12442 -0.22
N 1.85413 -3.19014 0.90599 0.19
C 2.22611 -1.96434 0.95603 -0.31
C 3.41068 -1.40273 1.65890 -0.05
C 4.13585 -0.44194 0.74884 -0.16
C 5.25586 -0.86934 0.08326 -0.03
C 5.93327 -0.03557 -0.81712 -0.07
C 5.47148 1.22548 -1.06186 -0.03
C 4.31893 1.70576 -0.40643 -0.16
C 3.82156 3.00083 -0.66408 -0.03
C 2.69971 3.46174 -0.03658 -0.08
C 2.03589 2.64746 0.89229 -0.08
C 2.49707 1.39080 1.16959 -0.04
C 3.64018 0.87036 0.52314 -0.11
O 1.40980 -1.12205 0.25034 0.12
C 0.45310 -1.91115 -0.28238 -0.20
N -0.45115 -1.36023 -1.12840 -0.04
C -0.61329 0.08143 -1.12088 -0.11
C -1.66875 0.47359 -0.08283 -0.13
N -2.91392 -0.19714 -0.39067 -0.11
C -4.12164 0.39618 -0.02454 -0.23
C -5.13735 -0.30906 0.62243 -0.03
C -6.34525 0.29942 0.91104 -0.09
C -6.56903 1.62183 0.57374 -0.11
C -5.56699 2.33224 -0.06661 -0.09
C -4.36262 1.72990 -0.36757 -0.03
C -2.76992 -1.63542 -0.36623 -0.14
C -1.70137 -2.04055 -1.39198 -0.11
H 4.05284 -2.24014 1.93127 0.13
H 3.09323 -0.90287 2.57831 0.13
H 5.62534 -1.87084 0.25073 0.12
H 6.81536 -0.40536 -1.31830 0.10
H 5.97727 1.87350 -1.76305 0.11
H 4.34890 3.62210 -1.37396 0.11
H 2.32166 4.45212 -0.24342 0.10
H 1.15553 3.02354 1.39370 0.10
H 1.97029 0.78903 1.89361 0.11
H -0.94808 0.38041 -2.11764 0.13
H 0.34276 0.55777 -0.90165 0.12
H -1.30707 0.17514 0.91742 0.14
H -1.81105 1.55250 -0.08288 0.11
H -4.98682 -1.33530 0.91962 0.10
H -7.11455 -0.26772 1.41469 0.10
H -7.51184 2.09362 0.80423 0.10
H -5.72875 3.36359 -0.34480 0.10
H -3.60690 2.29432 -0.89339 0.10
H -2.47131 -2.00676 0.62891 0.14
H -3.71396 -2.10023 -0.64918 0.13
H -2.02961 -1.74032 -2.39090 0.14
H -1.54719 -3.11868 -1.37508 0.10
```



Number 1: M 851.79 g mol⁻¹, strongest force on any atom 1.755 eV/Å, calculated total energy -5359.90178 Ha. Number 2: M 394.48 g mol⁻¹, strongest force on any atom 1.533 eV/Å, calculated total energy -1260.13085 Ha.